Entry 1:
# C42H60Br3LaN4OS6SeSi

A structure of composition C42H60Br3LaN4OS6SeSi (ωB97M-V/def2-TZVPD, the Open Molecules 2025 dataset).

Geometry as XYZ:
```
119
Properties=species:S:1:pos:R:3:forces:R:3:mulliken_spin:R:1
La -1.66857 -0.44316 0.90484 -0.53 -0.70 0.05 0.057
C 3.71547 3.59058 1.48317 0.83 0.09 -0.72 0.002
C 3.13145 4.12410 0.16705 1.14 0.91 -0.10 0.077
S 1.52929 3.52250 -0.44182 0.25 0.74 -0.05 0.208
C 0.83092 5.13765 -1.02093 0.99 -0.65 0.18 -0.002
C 0.52473 6.16737 0.07179 0.63 -0.66 0.77 0.001
S -0.10905 5.53908 1.69254 0.05 -0.47 -0.57 0.000
C 0.97882 6.22551 2.90799 1.01 0.02 -0.19 -0.001
C 2.49463 5.80707 2.95265 -0.79 0.78 0.15 -0.003
S 2.83681 4.03879 3.00391 -0.54 -0.84 0.32 0.002
H 4.76273 3.96868 1.62889 -0.83 -0.22 -0.51 0.000
H 3.82610 2.49452 1.38505 -0.42 0.36 0.66 -0.002
H 3.77822 3.90720 -0.67726 0.67 -0.39 0.14 -0.005
H 3.23596 5.20705 0.23251 -0.67 0.27 -0.07 -0.006
H -0.08806 4.83769 -1.49722 -0.11 -0.16 -0.38 -0.003
H 1.58551 5.52456 -1.76453 -0.95 -0.11 0.64 0.001
H -0.27147 6.80121 -0.25080 -0.15 0.75 -0.54 -0.003
H 1.44931 6.71160 0.25648 -0.21 0.39 0.20 0.003
H 0.52408 5.90567 3.82783 -0.30 -0.17 0.53 0.000
H 0.82041 7.29129 2.84153 0.72 0.62 0.36 0.000
H 2.90408 6.20793 3.89913 -0.06 -0.02 -0.53 0.000
H 2.99991 6.28958 2.12435 0.33 0.00 -0.11 0.001
O 0.96975 -0.17306 7.00266 -0.76 1.64 0.68 0.000
C 0.57075 0.06830 5.72960 -0.77 0.13 -1.29 -0.001
C -0.13936 1.25338 5.29490 0.99 -0.57 0.61 0.007
C -0.54944 1.32143 3.98936 0.45 -0.54 -0.18 0.011
N -0.37983 0.29433 3.13464 0.42 -0.15 -0.69 -0.006
C 0.32830 -0.75809 3.48190 0.43 0.39 2.00 0.003
Br 0.74461 -2.06152 2.17349 -0.10 -0.06 -0.04 0.000
C 0.84445 -0.94809 4.78008 -0.89 0.43 0.57 0.000
H 0.63144 0.56669 7.58691 0.64 -1.23 -0.95 0.000
H -0.30053 2.17490 5.87423 0.26 -0.78 0.21 0.000
H -0.92506 2.25200 3.56395 -0.29 -0.34 -0.06 -0.015
H 1.24001 -1.91519 5.13057 0.09 0.75 -0.42 0.000
Se -0.62433 2.80390 0.55987 -2.06 -1.95 0.21 0.642
Br -1.49034 -0.81116 -1.80700 0.10 0.04 -1.03 0.001
S -3.13313 -2.76674 2.30504 -1.61 0.80 2.38 -0.002
C -2.77858 -2.92414 0.74133 2.06 -0.07 -3.55 0.008
N -3.98196 -4.55913 -5.08390 0.04 0.09 0.57 0.000
C -4.94691 -4.68816 -4.07037 1.85 0.93 2.31 0.001
S -6.56054 -5.04393 -4.34114 -0.24 -0.08 -0.70 0.002
C -4.40063 -4.41086 -2.74101 -2.68 -0.74 -2.55 0.001
C -5.32507 -3.86083 -1.76551 2.86 -0.01 1.90 0.001
C -4.77606 -3.39637 -0.59214 -1.42 -1.21 -0.97 0.000
N -3.39832 -3.54706 -0.33117 -0.16 2.09 3.28 0.002
C -2.55567 -4.13319 -1.23028 -0.15 -1.19 -3.14 -0.001
C -3.03731 -4.59930 -2.43967 1.00 1.78 1.80 0.002
H -4.40915 -4.62443 -5.97590 -0.19 0.01 -0.89 0.000
H -3.34252 -3.75597 -4.98402 -0.66 -0.74 0.01 0.000
H -6.37181 -3.81497 -1.94156 -0.52 0.20 -0.31 0.000
H -5.35647 -2.89236 0.17963 0.32 -0.21 -0.08 0.000
H -1.53051 -4.19025 -0.93055 0.23 -0.07 0.14 -0.001
H -2.32912 -4.96869 -3.17115 -0.18 -0.25 0.08 0.000
N -3.99284 0.44986 1.35052 -0.25 0.10 -0.89 -0.014
S -4.34183 1.97592 1.68950 -0.33 0.25 -0.50 0.043
C -4.64807 1.85207 3.40454 0.29 1.58 2.04 0.004
C -5.02557 0.71977 4.10089 -0.17 -0.63 -0.54 -0.006
C -4.92147 0.65558 5.48842 0.29 1.15 -0.68 0.001
C -4.40797 1.76145 6.17105 0.20 -0.56 0.12 0.000
C -4.11982 2.95492 5.52082 -0.10 -0.43 -0.33 0.001
C -4.25346 2.98598 4.13649 -0.46 0.36 0.17 -0.003
C -5.96681 2.29573 1.00234 -0.74 -0.46 -0.29 -0.004
C -7.08010 1.46822 1.21123 1.08 0.78 0.38 0.000
C -8.30198 1.79421 0.66224 0.60 0.33 0.22 0.000
C -8.47129 3.00356 0.02041 -0.04 0.15 0.06 0.000
C -7.35185 3.79221 -0.22681 -1.13 -0.10 -0.76 0.000
C -6.11107 3.38381 0.15256 1.92 0.14 0.14 -0.003
H -4.59599 0.25060 0.55583 0.06 -0.70 -0.11 0.002
H -5.36133 -0.11729 3.49943 0.18 -0.31 0.22 0.000
H -5.20239 -0.23103 6.01178 -0.04 -0.45 0.21 0.000
H -4.14828 1.62875 7.21025 -0.27 0.21 0.28 0.000
H -3.76104 3.82475 6.07192 -0.13 -0.23 -0.20 0.000
H -4.14397 3.94518 3.64434 0.48 -0.13 -0.29 -0.004
H -6.97856 0.65079 1.88705 -0.01 -0.76 0.15 0.000
H -9.09819 1.11503 0.78641 -0.95 -0.53 0.20 0.000
H -9.47983 3.30043 -0.25169 0.26 0.10 -0.26 0.000
H -7.42534 4.67148 -0.83104 -0.20 0.43 -0.21 0.000
H -5.21719 3.88528 -0.25935 -0.50 -0.04 0.64 0.010
C 3.66401 -4.68771 -3.82739 1.10 0.11 -0.01 0.000
C 2.86131 -3.53790 -3.15328 -0.42 0.33 -0.68 0.000
C 1.91454 -2.96624 -4.28161 -0.19 -1.41 -0.42 0.000
C 1.95077 -4.17917 -2.05432 -0.25 -0.31 0.18 0.000
Si 3.87859 -2.05556 -2.40704 -0.80 0.09 -0.16 0.000
Br 2.37263 -0.76848 -1.26572 -0.04 -0.29 -0.05 -0.009
C 4.58910 -0.70338 -3.61875 2.10 -0.53 -0.86 0.001
C 5.55183 0.19488 -2.78090 -1.10 -0.08 1.70 0.000
C 3.48319 0.14530 -4.27398 -0.08 0.30 1.57 -0.001
C 5.51237 -1.32888 -4.75713 0.08 -0.38 0.19 0.000
C 5.02063 -2.68766 -1.03296 1.36 0.02 0.48 0.000
C 5.23979 -1.65436 0.10706 -0.74 0.52 0.40 -0.001
C 6.44610 -3.07286 -1.58735 0.05 0.00 0.49 0.000
C 4.46212 -3.94648 -0.37504 -0.69 -1.32 -0.19 0.000
H 2.97794 -5.50494 -4.15364 0.38 0.51 0.42 0.000
H 4.47448 -5.11886 -3.15180 -1.07 0.41 -0.86 0.000
H 4.16588 -4.32016 -4.76089 -0.28 -0.28 0.76 0.000
H 1.39196 -3.87145 -4.65921 -0.17 0.42 0.31 0.000
H 2.34226 -2.58835 -5.23422 0.45 0.13 0.91 0.000
H 1.15626 -2.27765 -3.92192 0.00 0.17 0.17 0.000
H 1.05272 -4.65305 -2.51086 0.71 0.04 0.05 0.000
H 1.52130 -3.45809 -1.35370 0.11 0.19 -0.16 0.000
H 2.50089 -4.91292 -1.41558 -0.66 0.42 -0.93 0.000
H 4.89541 0.70186 -2.02778 0.57 0.02 -0.52 0.000
H 6.10050 0.97047 -3.32246 -0.16 -0.22 -0.32 0.000
H 6.26452 -0.37724 -2.13650 -0.38 0.38 -0.95 0.000
H 2.89488 0.60819 -3.43775 0.32 -0.23 -1.03 0.001
H 2.83401 -0.49700 -4.83758 -0.45 -0.12 -0.35 0.000
H 3.85517 0.94618 -4.92492 0.24 -0.22 0.14 0.000
H 6.48760 -1.75602 -4.36940 -1.09 0.53 -0.24 0.000
H 5.75933 -0.53840 -5.49554 -0.03 -0.27 0.45 0.000
H 5.03088 -2.13821 -5.34082 0.02 0.34 0.35 0.000
H 5.58883 -0.65049 -0.27673 -0.11 -1.20 0.66 0.000
H 5.96706 -2.14149 0.81106 -0.48 0.80 -0.42 0.000
H 4.25447 -1.44546 0.65996 1.50 -0.43 -0.73 0.000
H 6.98023 -2.19554 -1.97243 -0.11 -0.22 0.05 0.000
H 6.45665 -3.84131 -2.38228 -0.26 0.29 0.32 0.000
H 7.05489 -3.46709 -0.73381 -0.43 0.21 -0.60 0.000
H 3.45425 -3.84381 0.09559 0.71 0.17 -0.60 0.000
H 5.08098 -4.36854 0.42665 0.41 0.55 0.00 0.000
H 4.43795 -4.77732 -1.12411 -0.22 0.65 0.64 0.000
```
Forces are in eV/Å.

Output
energy above the lowest of the compared OMol25 structures with the same formula, charge and spin	285.4	kJ/mol
maximum force	4.10	eV/A
<S²>	0.76
orbital gap (alpha / beta)	2.89 / 2.88	eV
spin multiplicity	2
E_HOMO (alpha / beta)	-1.47 / -1.46	eV
net charge	-1


Entry 2:
# C20H63N5O9

A cluster of 9 separate species, C20H63N5O9 in total (ωB97M-V/def2-TZVPD, the Open Molecules 2025 dataset).

Geometry as XYZ:
```
97
Properties=species:S:1:pos:R:3:forces:R:3:mulliken_spin:R:1
O 0.39081 2.20661 -0.22174 -0.20 -0.97 0.23 -1.906
H 0.45466 2.90202 -0.87638 -0.07 0.63 -0.74 0.879
H 0.81027 2.57134 0.55752 0.36 0.27 0.35 0.214
O -0.44743 -0.17607 1.09574 0.07 -0.63 1.29 0.324
H 0.06724 0.55651 0.75709 -0.01 0.48 -0.43 0.205
H -1.07228 -0.37323 0.39794 -0.10 -0.05 -0.77 -0.059
O -0.11500 -0.91050 3.78937 -0.09 -0.50 0.73 -0.021
H -0.27444 -1.01589 2.85144 -0.08 0.24 -0.70 -0.003
H 0.67833 -0.37726 3.83951 0.22 0.15 0.29 -0.010
O -2.43432 0.76531 4.02156 -0.69 0.52 0.27 -0.031
H -2.50037 0.30861 3.18293 0.22 -0.07 -0.22 0.007
H -1.76747 0.27991 4.50729 0.46 -0.31 -0.13 0.001
C -7.04724 2.90335 -3.30697 0.32 -0.67 0.34 0.048
C -6.72714 1.91336 -2.17439 -3.18 -2.12 -0.21 -0.114
C -5.34016 1.63537 -1.83678 2.49 -0.34 -0.08 0.195
O -5.18668 0.66146 -0.77805 -0.44 1.20 -0.66 -0.073
C -4.13285 0.88791 0.16641 -1.59 -0.66 0.27 0.250
N -7.51164 2.27760 -1.03242 -0.37 2.08 1.48 0.007
H -6.87260 3.91614 -2.94384 0.47 0.11 -0.27 -0.005
H -8.10291 2.89258 -3.57818 -0.03 -0.35 0.25 0.008
H -6.48791 2.63654 -4.20367 0.24 0.43 0.00 -0.025
H -7.22043 0.95138 -2.31354 0.25 -0.48 -1.34 -0.005
H -4.91408 2.62505 -1.67221 0.72 0.01 0.82 -0.023
H -4.77874 1.20452 -2.66580 -0.03 0.20 -0.49 0.062
H -4.32838 0.05148 0.83742 0.79 -0.28 0.09 -0.015
H -4.38092 1.73919 0.80035 0.52 0.56 -0.34 0.037
H -3.13421 0.87132 -0.27009 -0.06 0.22 0.12 -0.116
H -7.48508 1.64750 -0.24352 0.24 -0.70 -0.36 0.008
H -7.03742 3.08447 -0.65270 -0.26 0.76 0.40 -0.013
C 3.64268 0.71398 3.70344 -0.46 0.94 -0.44 -0.086
C 2.49634 1.67194 4.19024 2.94 1.31 -1.34 0.072
C 1.54205 2.10944 3.03656 0.08 -1.55 -0.03 0.025
O 2.20918 2.79534 1.97979 -0.55 -3.36 1.52 -1.611
C 2.08035 4.12949 2.06216 1.09 2.72 -0.61 1.674
N 1.89145 1.19912 5.35768 -2.46 -1.52 2.14 -0.050
H 3.26740 -0.06936 3.04492 -0.06 -0.35 0.51 0.023
H 4.28329 0.35830 4.51041 -0.52 -0.39 0.30 -0.036
H 4.37232 1.23945 3.08732 -0.28 0.44 -0.21 0.014
H 2.99393 2.54296 4.61666 0.64 0.93 -1.34 0.115
H 0.64643 2.62518 3.38296 0.20 0.47 0.24 0.176
H 1.11294 1.23834 2.54144 0.12 -0.47 0.24 0.096
H 3.09721 4.50776 1.95727 0.04 0.73 -0.04 0.077
H 1.68973 4.49182 3.01307 -0.28 0.05 -0.09 0.144
H 1.50931 4.44876 1.19033 -0.32 0.70 0.19 -0.090
H 1.47192 1.97970 5.84224 -0.82 0.19 -0.25 -0.024
H 2.54677 0.94179 6.08186 0.59 -0.62 -0.44 -0.001
C 1.91141 -5.60662 2.79239 -1.34 -1.22 -0.01 0.001
C 2.30083 -4.55338 1.81504 0.02 -2.41 -0.69 0.002
C 1.17230 -3.74379 1.27089 -0.33 1.47 0.02 -0.007
O 0.29615 -4.38576 0.38541 0.54 -1.55 1.16 -0.008
C -0.58442 -3.51917 -0.22591 -0.39 -0.14 -1.48 0.015
N 3.23417 -3.75136 2.45401 2.06 3.16 0.40 0.002
H 1.08816 -6.19406 2.38585 0.00 -0.25 -0.05 0.000
H 1.51284 -5.18711 3.71611 0.21 0.29 0.09 0.000
H 2.72806 -6.29046 3.02377 0.09 0.09 0.01 0.000
H 2.81572 -4.99419 0.96141 -0.33 -0.72 -0.41 -0.001
H 1.60754 -2.90882 0.72181 0.23 0.43 0.06 0.006
H 0.65211 -3.32720 2.13341 -0.39 0.23 0.12 -0.002
H -1.13692 -2.84152 0.42496 0.18 0.05 0.19 -0.004
H -1.27911 -4.13873 -0.79305 -0.33 -0.11 0.28 -0.005
H -0.05569 -2.99192 -1.01998 0.09 0.77 0.14 0.010
H 3.80628 -4.07979 3.21881 -0.51 -0.55 -0.12 -0.001
H 3.85632 -3.38843 1.74598 0.25 0.50 0.32 -0.001
C 4.32846 -0.84789 0.46163 -1.02 -0.03 -0.56 -0.054
C 4.30855 0.30824 -0.56415 0.00 -0.37 -0.23 0.087
C 3.18524 0.21121 -1.68731 1.54 -1.67 1.18 0.023
O 3.51573 -0.95131 -2.51014 -0.66 0.74 -0.67 -0.066
C 2.86696 -0.82448 -3.80251 0.33 0.33 0.99 0.195
N 4.20553 1.56558 0.12601 -0.90 0.73 0.30 -0.095
H 3.45428 -0.82011 1.11211 -0.23 0.41 0.02 0.021
H 5.18806 -0.73237 1.12180 0.20 -0.36 -0.18 -0.009
H 4.21089 -1.82882 0.00113 0.72 -0.15 -0.19 -0.006
H 5.31251 0.37619 -0.98313 -0.13 -0.52 -0.84 0.004
H 3.07904 1.15363 -2.22460 0.24 -0.09 -0.21 -0.015
H 2.23542 -0.04478 -1.21785 -0.23 0.38 0.25 0.111
H 1.81919 -0.54375 -3.69541 -0.07 0.27 0.12 -0.084
H 2.85579 -1.75036 -4.37758 0.55 -0.16 0.31 0.006
H 3.41126 -0.03439 -4.31981 -0.23 0.00 -0.48 -0.006
H 4.91254 1.64676 0.84269 0.43 -0.04 -0.07 0.003
H 3.35787 1.53690 0.67441 -0.44 0.48 0.01 -0.001
C -2.50874 -1.84731 -2.85759 0.63 1.38 0.21 -0.003
C -1.19995 -0.96527 -2.89954 0.33 -0.55 0.94 0.025
C -1.22947 -0.01383 -4.08164 -0.90 -0.46 1.04 0.135
O -0.20541 0.94639 -3.99887 0.07 0.23 -2.19 -0.724
C -0.16644 1.65611 -5.27972 1.19 0.10 0.89 0.958
N -0.93693 -0.22995 -1.60138 -1.28 -0.94 -1.79 0.230
H -2.85908 -2.14161 -3.84691 0.44 -0.38 -0.13 -0.001
H -3.32829 -1.22152 -2.50427 0.00 0.19 0.32 0.011
H -2.43268 -2.68602 -2.16557 0.14 -0.01 -0.26 0.003
H -0.31532 -1.57399 -3.08660 -0.06 -0.51 0.20 -0.001
H -2.18862 0.50342 -4.05743 -0.38 0.16 -0.33 0.199
H -1.21116 -0.71607 -4.91507 0.31 0.52 -0.81 -0.055
H -1.09971 2.16510 -5.52063 -0.16 -0.28 0.06 -0.058
H 0.21233 1.03265 -6.08962 -0.66 -0.67 -0.10 0.013
H 0.62874 2.40154 -5.26853 -0.17 0.27 0.76 -0.117
H 0.05464 -0.04302 -1.55736 0.22 0.18 0.04 -0.098
H -1.34227 0.65519 -1.87031 0.04 0.83 0.85 0.025
```
Forces are in eV/Å.

Output
maximum force	3.83	eV/A
<S²>	0.75
orbital gap (alpha / beta)	2.08 / 9.37	eV
spin multiplicity	2
E_HOMO (alpha / beta)	0.50 / -6.85	eV
net charge	-1